No. 1
ORCA calculation (ωB97M-V/def2-TZVPD) on a structure of composition C39H28AsFN4O4PdS2Te.

Values from the calculation:
net charge	0
relative energy (zero: lowest compared OMol25 entry of this formula, charge and spin)	1.138	eV
multiplicity	5
orbital gap (alpha / beta)	5.1718 / 5.2204	eV
HOMO level (alpha / beta)	-5.804 / -7.870	eV

Last column: Mulliken spin population.
Atoms and positions in Å:
C (1.73971, -6.20284, -1.57218)  0.000
C (2.66446, 2.08175, 2.28310)  0.063
H (0.50107, -1.80313, -4.95834)  0.000
H (3.05355, -4.80230, -5.06757)  0.000
C (3.60187, 4.12052, 1.42897)  0.003
H (1.22598, -3.54245, -6.02424)  0.000
C (-4.16394, 4.31999, -2.41100)  -0.023
H (-4.78308, 5.18841, -2.24452)  0.001
C (2.10226, -5.31946, -5.21087)  0.000
C (3.72054, 1.96932, 3.18139)  0.006
H (5.42058, 4.77449, 2.35457)  0.000
S (-2.98973, 2.35195, -3.55993)  -0.003
C (1.56673, -5.58183, -2.78574)  0.001
C (0.18017, 0.79254, 3.69074)  0.074
C (0.61114, -2.25364, -3.97962)  -0.001
C (3.95842, -3.17194, 2.90055)  -0.003
N (0.43935, 4.39896, 4.31278)  0.134
C (0.98568, -4.28760, -5.26492)  -0.001
H (3.78062, 1.12221, 3.85485)  -0.002
C (-2.35776, 4.54160, 2.21880)  -0.041
O (-1.17148, 0.22621, -2.75502)  0.010
H (1.73193, -1.22042, 4.53039)  0.002
Te (-1.41432, 1.50270, -0.75750)  0.780
C (1.49746, -5.52254, -0.37833)  0.000
C (-0.38546, -4.88272, -5.56073)  0.000
N (-3.31529, 5.15814, 2.00917)  0.148
H (-2.21024, 1.00836, 6.69921)  0.001
N (0.94968, -3.55558, -3.98410)  0.006
C (-3.36930, 3.72468, -1.41147)  0.071
C (2.37206, -1.57966, 3.73329)  -0.019
H (4.62214, -2.87420, 0.88294)  -0.010
H (2.09055, -7.22645, -1.52400)  0.000
C (3.14342, -2.71666, 3.92829)  0.023
H (-3.31464, 4.07208, -0.38908)  0.001
C (0.06192, -0.06875, -2.80199)  0.009
H (4.56038, -4.06122, 3.03835)  0.000
C (4.70736, 2.94249, 3.20902)  0.002
C (-0.43200, 1.77971, 5.78682)  -0.003
H (1.05236, -6.98528, -4.31791)  0.000
N (-0.84687, 2.71217, 1.64028)  0.490
C (0.50032, -2.17309, -1.57792)  0.044
H (-1.13847, -4.09657, -5.61882)  0.000
C (3.99739, -2.50502, 1.68671)  -0.010
C (1.12770, -4.23749, -2.78928)  -0.004
H (2.75502, -6.92645, -3.93079)  0.000
As (1.34965, 0.67404, 2.17585)  0.123
H (3.10377, -3.24273, 4.87288)  0.001
C (1.87122, -6.30367, -4.07317)  0.000
C (0.89659, -3.56935, -1.57934)  0.018
O (-2.00502, 2.42546, 0.84333)  0.098
H (0.93843, -3.68552, 0.57214)  0.000
H (1.27277, 2.38962, 4.63868)  0.002
O (0.26339, -1.58020, -0.49084)  0.104
H (5.52345, 2.86102, 3.91528)  0.000
H (-2.65210, -0.61581, 4.88652)  0.000
H (-0.69149, -5.58101, -4.78134)  0.000
C (-1.18786, 3.78184, 2.42337)  0.344
C (-2.66557, 2.63881, -1.89506)  -0.014
Pd (1.16438, 0.41310, -0.26842)  1.086
C (-0.92952, -0.04380, 3.75130)  -0.004
H (-0.36957, -5.41467, -6.51251)  0.000
C (3.22636, -1.35962, 1.47591)  -0.025
H (3.54993, 4.96115, 0.74997)  0.000
O (0.99651, 0.74020, -2.63915)  0.027
C (-1.78487, 0.02974, 4.83875)  0.002
C (-0.30074, 4.12866, 3.46571)  -0.063
C (2.60604, 3.15639, 1.40500)  -0.017
C (1.09084, -4.22338, -0.35303)  0.001
C (-4.05237, 3.67884, -3.61460)  0.101
H (1.76952, 3.25756, 0.72435)  -0.011
C (-1.53484, 0.94270, 5.85606)  0.007
C (0.40694, -1.53508, -2.84486)  -0.056
H (-1.13195, -0.74743, 2.95099)  -0.007
S (3.33791, -0.54740, -0.08480)  0.456
H (2.15357, -5.83920, -6.16795)  0.000
C (0.43368, 1.70842, 4.70267)  0.005
H (-0.24668, 2.50674, 6.56645)  0.001
C (2.41769, -0.89806, 2.52287)  0.067
F (1.70146, -6.18846, 0.77155)  0.000
C (4.64899, 4.01600, 2.33093)  0.001
H (-4.54306, 3.93769, -4.53988)  0.005

Cartesian forces (eV/Å) of the 3 atoms listed first:
C 0.021 -0.013 0.032
C -0.004 -0.038 0.213
H 0.004 0.008 0.005


No. 2
ORCA calculation (ωB97M-V/def2-TZVPD) on a structure of composition H14O17SV3.

Values from the calculation:
net charge	+1
relative energy (zero: lowest compared OMol25 entry of this formula, charge and spin)	2.234	eV
multiplicity	1
orbital gap	6.6189	eV
HOMO level	-12.980	eV

Last column: Löwdin charge in e.
Atoms and positions in Å:
H (0.78825, 1.33333, -2.38883)  -0.031
H (-1.99322, -2.16418, 3.53476)  0.076
H (0.54550, 3.85903, 0.65831)  0.041
V (-2.67740, 1.04673, -1.85451)  1.138
V (-1.78634, 0.51762, 2.52933)  0.989
O (3.46481, 1.25865, -1.45642)  -0.046
S (-0.00365, -0.10270, -0.08428)  0.476
O (-0.14635, -1.99125, -2.88514)  -0.046
O (-2.90560, -1.08774, 1.32295)  -0.061
O (-1.24797, -1.55290, 3.49180)  -0.046
H (0.99853, 2.39811, 0.56983)  -0.028
O (1.17708, 3.23168, 1.02389)  -0.040
O (2.41092, 0.26113, 2.69448)  -0.036
H (0.99313, 2.54866, -3.29146)  0.056
H (-0.54741, -1.26359, -2.38846)  0.019
H (-0.49935, -2.03249, 3.87152)  0.110
O (2.21446, -3.42284, -0.26467)  -0.247
O (-0.16559, 0.03273, 1.39047)  -0.351
H (1.69428, 0.36187, 2.06047)  -0.025
O (-2.33205, 1.64562, 1.57124)  -0.302
V (1.04826, -3.12659, -1.27714)  1.068
H (-3.60754, -1.74336, 1.42854)  0.106
O (-1.39212, -0.09671, -0.70311)  -0.417
O (0.88189, 1.59200, -3.31850)  -0.052
H (2.53711, 1.27180, -1.18735)  -0.028
H (3.21917, 0.30588, 2.17391)  0.041
O (-1.89505, 2.38578, -1.67305)  -0.200
H (-0.54476, -1.95096, -3.76377)  0.107
O (-0.11426, -4.14177, -0.97314)  -0.273
O (0.83442, 0.95125, -0.58749)  -0.275
H (-2.36812, -1.38535, 0.57104)  0.059
O (-2.29418, 0.42852, -3.24483)  -0.251
H (3.93785, 0.86368, -0.71754)  0.034
O (-0.80343, 1.19240, 3.57223)  -0.213
O (0.57872, -1.42400, -0.40508)  -0.350

Cartesian forces (eV/Å) of the 3 atoms listed first:
H 0.186 0.305 -0.442
H 0.208 -0.154 0.054
H 0.040 0.004 0.032


No. 3
ORCA calculation (ωB97M-V/def2-TZVPD) on an isolated molecule of C3H7N3S.

Values from the calculation:
net charge	0
relative energy (zero: lowest compared OMol25 entry of this formula, charge and spin)	1.241	eV
multiplicity	1
orbital gap	9.3502	eV
HOMO level	-8.616	eV
SMILES string	NNC1=NCCS1

Last column: Löwdin charge in e.
Atoms and positions in Å:
N (-0.54689, 1.42439, 0.05950)  0.013
H (2.37060, -0.75606, 1.02586)  0.077
C (0.33484, 0.51061, -0.05243)  -0.688
H (-2.04296, -0.78187, 1.35006)  0.076
H (2.77365, -0.84280, -0.59420)  0.077
S (-0.21371, -1.19157, -0.16527)  0.900
N (1.67468, 0.75770, -0.14409)  -0.110
H (-2.20584, 1.04682, -1.11963)  0.109
H (-2.58074, 1.41540, 0.59231)  0.108
H (1.94884, 1.71934, 0.08806)  0.141
H (-2.64704, -1.19380, -0.29536)  0.075
N (2.64529, -0.19837, 0.19708)  -0.019
C (-1.88151, -0.62547, 0.26309)  -0.463
C (-1.88809, 0.87687, -0.07569)  -0.297

Cartesian forces (eV/Å) of the 3 atoms listed first:
N 0.325 -0.497 0.066
H 0.113 0.538 -0.678
C -0.485 0.223 0.122


No. 4
ORCA calculation (ωB97M-V/def2-TZVPD) on an isolated molecule of C2H7NS2.

Values from the calculation:
net charge	0
relative energy (zero: lowest compared OMol25 entry of this formula, charge and spin)	0.640	eV
multiplicity	1
orbital gap	8.9041	eV
HOMO level	-8.340	eV
SMILES string	NCCSS

Last column: Löwdin charge in e.
Atoms and positions in Å:
H (-2.17077, 3.34030, -0.45817)  -0.194
S (-0.14638, 1.64451, 0.30618)  0.398
C (0.43803, 0.11396, -0.52161)  -0.548
H (1.80137, -1.24021, 0.30115)  0.107
H (-0.23876, -0.30352, -1.26103)  0.069
N (-0.19916, -1.85724, 0.86857)  -0.015
H (-0.37899, -2.29804, -0.03594)  0.062
S (-1.20508, 2.66860, -1.11957)  0.274
H (1.30706, 0.39485, -1.14381)  0.068
H (1.03574, -0.29561, 1.54951)  0.084
C (0.83533, -0.84015, 0.62776)  -0.371
H (-1.07839, -1.32745, 0.88695)  0.064

Cartesian forces (eV/Å) of the 3 atoms listed first:
H 0.201 -0.591 0.473
S -0.074 -0.264 0.700
C 0.822 1.121 -0.294